No. 1
An isolated molecule of C15H24O3. Source: the OMol25 dataset; level of theory: wB97M-V/def2-TZVPD.

Each line ends with the Mulliken charge.
Positions of all 42 atoms, in Å:
C  -1.7948  -2.5073  0.1433  -1.831
C  -0.4665  -2.0008  0.8542  1.513
C  -0.4896  -2.5106  2.3089  -1.997
C  0.6930  -2.7601  0.1212  -1.288
C  0.9534  -2.2915  -1.3074  -0.670
C  1.1849  -0.7790  -1.2876  -1.388
C  0.1214  0.0904  -0.6149  1.309
C  -1.0630  0.1461  -1.6229  -1.743
C  0.7640  1.5544  -0.3520  0.370
C  1.2160  2.2599  -1.6338  -1.203
O  2.4709  2.9945  -1.4529  -0.566
C  -0.1773  2.5312  0.3917  0.901
C  0.3300  3.8732  0.8908  -1.622
O  -1.5496  2.5062  0.0323  -0.543
C  -1.3097  1.9683  1.3188  -0.716
C  -1.3300  0.4483  1.4801  0.066
O  -2.0793  0.0360  2.3395  -0.600
C  -0.2541  -0.4385  0.8290  -0.207
H  -1.6936  -2.3779  -0.9342  0.349
H  -1.9681  -3.5425  0.3772  0.512
H  -2.6601  -1.9786  0.5588  0.339
H  0.3181  -2.0233  2.8610  0.411
H  -0.3041  -3.6009  2.3165  0.439
H  -1.4129  -2.2902  2.8113  0.406
H  0.4771  -3.8440  0.1025  0.416
H  1.6269  -2.5956  0.6928  0.359
H  1.8970  -2.8154  -1.6644  0.379
H  0.1731  -2.6412  -1.9800  0.403
H  1.3220  -0.5329  -2.3310  0.337
H  2.1726  -0.6093  -0.8149  0.393
H  -2.0268  0.2855  -1.1251  0.265
H  -1.1082  -0.7546  -2.2530  0.502
H  -0.8794  1.0374  -2.2666  0.413
H  1.6711  1.4206  0.2650  0.582
H  0.4824  2.9867  -1.9403  0.511
H  1.2985  1.5570  -2.4540  0.422
H  3.1574  2.3521  -1.3151  0.333
H  1.2004  4.2190  0.3117  0.383
H  0.6425  3.8255  1.9155  0.327
H  -0.5268  4.6123  0.8141  0.386
H  -1.7134  2.5133  2.1687  0.561
H  0.6348  -0.3235  1.4451  0.788

Output
Charge: 0
Gap between HOMO and LUMO: 9.86 eV
Relative energy (zero: lowest compared OMol25 entry of this formula, charge and spin): 100.9 kJ/mol
SMILES: CC1(C)CCC[C@]2(C)[C@@H](CO)[C@@]3(C)O[C@H]3C(=O)[C@@H]12
Maximum force: 0.056 Eh/bohr

No. 2
A structure of composition C15H25BCl5NRhSi2Te. Source: the OMol25 dataset; level of theory: wB97M-V/def2-TZVPD.

Each line ends with the Mulliken charge.
Positions of all 51 atoms, in Å:
Rh  -0.1888  -0.0995  -0.0643  -0.261
Cl  2.3214  -0.3776  -1.0792  -0.154
C  1.4943  0.8557  -2.0282  1.221
C  0.2046  1.1406  -1.6090  -0.659
C  -0.5070  2.1006  -2.3131  1.048
Cl  -2.1341  2.4380  -1.8310  -0.163
C  0.0588  2.7623  -3.3971  -0.237
Cl  -0.8355  3.9386  -4.2611  -0.153
C  1.3729  2.4545  -3.7807  0.813
Cl  2.0773  3.2542  -5.1137  -0.136
C  2.1157  1.4898  -3.0888  -0.601
Cl  3.7174  1.1030  -3.5372  -0.156
C  -3.8080  0.4743  1.1878  -0.675
Si  -3.6657  2.0589  2.1545  0.043
C  -4.8209  3.3919  1.5670  -0.987
C  -3.7881  1.7491  3.9920  -1.082
C  -1.8946  2.7958  1.8348  -0.606
Te  -0.3809  1.4393  2.2329  0.752
C  0.0494  1.7996  4.2538  -0.750
Si  1.5242  3.0377  4.4718  0.119
C  3.0061  2.2224  3.6847  -0.971
C  1.6980  3.2654  6.3092  -1.005
C  1.0514  4.6133  3.5889  -0.981
H  -4.8089  0.0572  1.3258  0.401
H  -3.1119  -0.3000  1.5198  0.059
H  -3.6676  0.6190  0.1143  0.313
H  -5.8567  3.0780  1.7115  0.352
H  -4.6865  3.5998  0.5041  0.321
H  -4.6797  4.3240  2.1164  0.345
H  -4.7955  1.3973  4.2274  0.379
H  -3.6193  2.6515  4.5830  0.338
H  -3.1053  0.9695  4.3389  0.374
H  -1.7205  3.6763  2.4564  0.386
H  -1.7900  3.0491  0.7787  0.228
H  0.2888  0.8307  4.6948  0.557
H  -0.8861  2.1726  4.6746  0.290
H  3.2361  1.2615  4.1486  0.342
H  3.8876  2.8565  3.8007  0.338
H  2.8800  2.0603  2.6106  0.334
H  1.9169  2.3233  6.8138  0.346
H  0.7933  3.6866  6.7502  0.335
H  2.5190  3.9519  6.5258  0.338
H  0.9185  4.4808  2.5116  0.350
H  1.8462  5.3522  3.7130  0.372
H  0.1391  5.0546  3.9955  0.342
B  -2.9337  -3.8699  0.4529  0.072
C  -1.9554  -2.6646  0.4057  0.129
N  -1.2359  -1.7475  0.4149  -0.795
H  -2.7583  -4.3579  1.5443  -0.079
H  -4.0389  -3.3921  0.3725  -0.097
H  -2.6086  -4.5796  -0.4622  -0.088

Output
Charge: +1
2S+1: 5
Gap between HOMO and LUMO (alpha / beta): 8.35 / 4.91 eV
Relative energy (zero: lowest compared OMol25 entry of this formula, charge and spin): 50.2 kJ/mol
Expectation value of S²: 6.018
Maximum force: 0.009 Eh/bohr

No. 3
A structure of composition C15H25BN5S5Ti. Source: the OMol25 dataset; level of theory: wB97M-V/def2-TZVPD.

Each line ends with the Mulliken charge.
Positions of all 52 atoms, in Å:
Ti  8.6576  8.4368  10.4033  0.716
B  8.4850  5.3498  12.2616  -0.125
N  9.7789  5.8743  11.6221  -0.245
C  10.9681  5.2928  11.6476  -0.173
C  11.9763  6.2000  11.3546  -1.037
C  11.2755  7.3444  10.9332  -0.497
N  9.9508  7.1446  11.0606  0.575
N  7.3676  5.9439  11.4133  0.083
C  6.1841  5.3392  11.2746  -0.076
C  5.5431  5.8014  10.1211  -1.142
C  6.4153  6.7848  9.6099  -0.540
N  7.5429  6.8266  10.3605  0.581
H  8.4874  4.1057  12.0903  -0.043
H  8.3697  5.7131  13.4616  -0.031
H  10.9901  4.2489  11.9658  0.507
H  13.0514  6.0283  11.3502  0.450
H  11.7112  8.2671  10.5813  0.500
H  5.9124  4.6323  12.0509  0.549
H  4.6098  5.4582  9.6650  0.466
H  6.2880  7.4078  8.7543  0.597
C  9.1307  11.3092  13.0172  -0.785
C  8.2280  10.2942  13.6523  -0.811
S  7.2234  9.3306  12.4421  0.185
C  5.9414  10.5738  11.9597  -0.916
C  6.3885  11.5898  10.9551  -0.656
S  7.2932  10.7499  9.5800  0.052
C  8.5157  12.1018  9.2937  -0.652
C  9.5823  12.1926  10.3516  -0.700
S  9.7754  10.6870  11.3983  0.131
H  10.0811  11.3788  13.5638  0.549
H  8.7129  12.3282  12.9198  0.425
H  7.5092  10.7106  14.3733  0.500
H  8.7904  9.5202  14.2199  0.373
H  5.6063  11.0566  12.8883  0.491
H  5.0951  9.9510  11.5744  0.412
H  6.9436  12.4226  11.4080  0.406
H  5.5360  11.9922  10.4015  0.552
H  7.9117  13.0220  9.2578  0.455
H  8.9481  11.9233  8.3018  0.368
H  9.4569  13.0513  11.0032  0.447
H  10.5928  12.2941  9.8966  0.487
S  9.2116  8.7135  7.9894  -0.398
C  10.1705  7.4359  7.3626  0.611
N  9.8327  6.1803  7.6835  0.017
C  10.4779  5.0679  7.0232  -0.629
C  11.5547  5.6956  6.1075  -0.409
S  11.4995  7.4807  6.2311  0.022
H  9.0697  6.0137  8.3743  -0.037
H  9.7682  4.4985  6.3986  0.317
H  10.8484  4.3316  7.7512  0.334
H  11.3482  5.3932  5.0584  0.386
H  12.5538  5.2714  6.4036  0.361

Output
Charge: +3
Gap between HOMO and LUMO (alpha / beta): 6.35 / 6.35 eV
Maximum force: 0.056 Eh/bohr

No. 4
A structure of composition C15H25CdN7O10P2S. Source: the OMol25 dataset; level of theory: wB97M-V/def2-TZVPD.

Each line ends with the Mulliken charge.
Positions of all 61 atoms, in Å:
Cd  -0.6360  0.8385  -0.1438  1.556
N  -4.0236  0.1149  2.5151  -0.283
C  -4.0842  0.3934  1.0228  0.591
C  -5.5313  0.3423  0.5647  -1.769
P  -3.3592  2.1046  0.7680  0.966
O  -2.3343  2.1042  2.0494  -0.405
O  -4.4162  3.1080  0.9561  -0.768
O  -2.4961  2.0149  -0.4638  -0.816
P  -3.0199  -0.9075  0.2697  0.992
O  -3.6865  -2.2558  0.8887  -0.620
O  -1.7131  -0.7309  1.0297  -0.737
O  -3.0574  -0.8994  -1.1999  -0.824
H  -4.4240  0.8878  3.0483  0.365
H  -3.0347  0.0211  2.7734  0.198
H  -4.5164  -0.7517  2.7353  0.385
H  -6.1184  1.1310  1.0361  0.427
H  -5.9800  -0.6333  0.7689  0.458
H  -5.5611  0.5109  -0.5114  0.416
H  -2.3766  2.9331  2.5468  0.253
H  -4.2037  -2.7073  0.2082  0.364
O  1.2877  -0.0201  -0.8596  -0.316
N  2.0702  0.8681  -1.3538  -0.416
C  3.3429  0.5898  -1.2797  0.374
C  3.7657  -0.5562  -0.5375  0.536
N  4.0091  -1.5033  0.0634  -0.649
C  4.2945  1.4621  -1.8870  -0.146
N  5.0778  2.1430  -2.3798  -0.428
N  0.5006  2.7725  0.3098  -0.534
C  1.2007  2.6095  1.5866  0.178
C  2.0474  3.5964  2.0766  -0.732
C  2.6903  3.4140  3.2927  -0.658
C  2.4923  2.2515  4.0269  -0.161
C  1.6627  1.2624  3.5312  -1.305
C  1.0180  1.4431  2.3184  0.955
S  3.2537  2.0331  5.6454  1.269
O  3.2655  0.5888  5.8204  -0.702
O  4.5581  2.6504  5.5044  -0.685
O  2.3307  2.7389  6.5180  -0.670
H  1.1589  2.9860  -0.4330  0.303
H  -0.1719  3.5310  0.3553  0.308
H  2.2065  4.5027  1.5026  0.463
H  3.3643  4.1657  3.6832  0.440
H  1.5420  0.3548  4.1092  0.506
H  0.3681  0.6466  1.9698  0.221
N  2.7625  -3.8155  1.0349  0.102
C  1.7173  -3.3619  2.0154  -1.083
C  0.7740  -2.4007  1.2983  -0.047
N  0.1953  -2.9641  0.0943  -0.099
C  1.1817  -3.4952  -0.8205  -0.456
C  2.1511  -4.4733  -0.1650  -0.671
H  3.4315  -4.4384  1.4806  0.380
H  3.2978  -2.9675  0.7255  0.232
H  2.2296  -2.8900  2.8529  0.488
H  1.1942  -4.2538  2.3633  0.400
H  1.3238  -1.4967  1.0244  -0.179
H  -0.0214  -2.0978  1.9778  0.379
H  -0.5506  -3.6179  0.2908  0.332
H  1.7428  -2.6572  -1.2376  0.029
H  0.6827  -3.9962  -1.6495  0.523
H  2.9604  -4.7641  -0.8336  0.394
H  1.6369  -5.3672  0.1909  0.378

Output
Charge: 0
Gap between HOMO and LUMO: 6.92 eV
Relative energy (zero: lowest compared OMol25 entry of this formula, charge and spin): 167.7 kJ/mol
Maximum force: 0.012 Eh/bohr

No. 5
A structure of composition C15H25CeN2O2S3. Source: the OMol25 dataset; level of theory: wB97M-V/def2-TZVPD.

Each line ends with the Mulliken charge.
Positions of all 48 atoms, in Å:
Ce  -0.0202  -0.6421  -0.0716  0.627
N  -2.3417  -1.4288  0.9323  -0.434
C  -2.8210  -2.6376  0.1651  -0.584
C  -1.7103  -3.6934  0.0210  -0.715
C  -0.4696  -2.9444  -0.3800  0.937
O  0.4352  -2.7275  0.4834  -0.386
O  -0.4458  -2.2628  -1.4534  -0.384
H  -2.1981  -1.7266  1.8988  0.332
H  -3.1264  -0.7796  0.9707  0.318
H  -3.1508  -2.2973  -0.8150  0.309
H  -3.6651  -3.1001  0.6750  0.482
H  -2.0017  -4.4212  -0.7367  0.379
H  -1.5158  -4.2068  0.9613  0.361
C  3.3004  1.9332  0.6768  -0.786
C  3.6051  1.0023  -0.4848  -0.812
S  2.8366  -0.6540  -0.4907  0.057
C  3.4143  -1.5429  1.0044  -0.878
C  3.0100  -1.0113  2.3706  -0.544
S  1.1980  -0.9016  2.6684  0.048
C  1.0483  0.6488  3.6164  -0.662
C  1.6215  1.9186  2.9885  -0.836
S  1.5301  2.0308  1.1637  0.100
H  3.5844  2.9448  0.3864  0.571
H  3.8712  1.6692  1.5617  0.432
H  4.6835  0.8502  -0.5546  0.542
H  3.2742  1.4250  -1.4349  0.441
H  4.5027  -1.5829  0.9417  0.631
H  3.0329  -2.5521  0.8477  0.427
H  3.4277  -0.0296  2.5675  0.195
H  3.3955  -1.6981  3.1255  0.554
H  1.5192  0.4743  4.5842  0.436
H  -0.0261  0.7385  3.7777  0.446
H  2.6619  2.0807  3.2633  0.496
H  1.0609  2.7760  3.3602  0.507
N  -0.9319  1.6508  -0.8806  -0.414
C  -1.8622  1.5710  -2.0249  0.735
C  -2.1594  0.3330  -2.5735  0.041
C  -2.9803  0.2548  -3.6915  -1.048
C  -3.5168  1.4107  -4.2355  -0.605
C  -3.2344  2.6456  -3.6643  -0.638
C  -2.4015  2.7298  -2.5588  -0.590
H  -0.1358  2.2132  -1.1854  0.492
H  -1.3715  2.2369  -0.1691  0.422
H  -1.7431  -0.5829  -2.1575  0.200
H  -3.1979  -0.7079  -4.1351  0.452
H  -4.1568  1.3485  -5.1049  0.448
H  -3.6571  3.5479  -4.0851  0.436
H  -2.1723  3.6968  -2.1244  0.460

Output
Charge: +3
Gap between HOMO and LUMO: 4.91 eV
Relative energy (zero: lowest compared OMol25 entry of this formula, charge and spin): 22.1 kJ/mol
Maximum force: 0.080 Eh/bohr

No. 6
A structure of composition C15H25Cl18I2N2. Source: the OMol25 dataset; level of theory: wB97M-V/def2-TZVPD.

Each line ends with the Mulliken charge.
Positions of all 62 atoms, in Å:
C  3.3438  0.0192  1.1181  -1.010
C  3.6789  1.3250  1.9670  -0.375
I  5.7486  1.6095  2.4580  0.192
C  2.6519  2.2027  2.3368  -0.114
I  3.1842  3.9689  3.4598  0.159
C  1.2116  1.8496  1.9312  0.008
N  0.8748  1.7572  0.6068  0.256
C  -0.4951  1.3983  0.4788  -0.434
C  -0.9239  1.3226  1.8518  0.475
N  0.1333  1.5859  2.7727  0.194
H  4.1999  -0.7020  1.1082  0.467
H  2.4393  -0.5037  1.5387  0.241
H  3.0460  0.3587  0.0829  0.198
H  1.5832  1.9333  -0.1052  0.344
H  -1.0292  1.2267  -0.4832  0.575
H  -1.9845  1.0566  2.0839  -0.564
H  0.1114  1.5814  3.7914  0.330
C  7.3465  2.6117  -1.2772  -0.142
Cl  5.8020  1.8138  -1.6058  -0.119
Cl  7.2763  4.3313  -1.6708  -0.143
H  7.5818  2.5007  -0.2216  0.090
H  8.1198  2.1425  -1.8798  0.307
C  0.2163  -1.1900  -2.7818  -0.611
Cl  0.5316  -1.3612  -1.0471  -0.105
Cl  -1.1632  -0.1267  -3.0856  -0.003
H  1.0971  -0.7692  -3.2595  0.307
H  0.0036  -2.1716  -3.1989  0.398
C  3.5521  -1.4433  4.5922  -0.103
Cl  3.8270  -1.6102  6.3262  -0.167
Cl  2.1625  -0.3969  4.2582  -0.092
H  4.4381  -1.0083  4.1345  0.115
H  3.3618  -2.4269  4.1689  0.272
C  3.4398  -5.4755  7.1048  -0.110
Cl  4.8303  -6.5606  7.0182  -0.145
Cl  2.6613  -5.3011  5.5257  -0.150
H  2.7185  -5.8815  7.8093  0.281
H  3.7754  -4.4978  7.4411  0.128
C  -4.7789  1.2940  -2.4727  0.107
Cl  -3.3301  1.9569  -3.2456  -0.124
Cl  -4.6149  1.2759  -0.7129  -0.077
H  -5.6345  1.9092  -2.7405  0.390
H  -4.9311  0.2773  -2.8227  -0.315
C  -4.6927  0.6523  3.4613  -0.291
Cl  -3.8355  -0.1108  2.1137  -0.135
Cl  -3.6272  1.7319  4.3711  -0.153
H  -5.5257  1.2286  3.0669  0.281
H  -5.0619  -0.1230  4.1276  0.316
C  0.8119  1.7065  -6.3648  -0.289
Cl  -0.4805  2.5903  -5.5449  -0.121
Cl  0.8073  -0.0058  -5.9182  -0.137
H  0.6689  1.7895  -7.4390  0.305
H  1.7681  2.1406  -6.0848  0.267
C  -6.6916  0.3998  -6.0555  -0.304
Cl  -8.3206  1.0320  -5.7965  -0.148
Cl  -6.2775  -0.8233  -4.8460  -0.078
H  -6.6406  -0.0506  -7.0434  0.330
H  -5.9801  1.2191  -5.9858  0.219
C  -4.5744  -3.1911  -1.8315  -0.404
Cl  -6.1170  -2.3339  -1.7393  -0.132
Cl  -3.3374  -2.1951  -2.6117  -0.061
H  -4.2448  -3.4373  -0.8253  0.277
H  -4.7122  -4.1022  -2.4082  0.331

Output
Charge: +1
Gap between HOMO and LUMO: 8.39 eV
Maximum force: 0.101 Eh/bohr

- Number 3 is which compound?
  C15H25BN5S5Ti